A 7-piece molecular cluster, C36H75ClFN4O7P overall. Source: the Open Molecules 2025 dataset; level of theory: ωB97M-V with the def2-TZVPD basis set.

Electronic energy: -3063.73468 hartree
Orbital gap: 8.15 eV
Spin multiplicity: 1
SMILES string: CCCCNc1cc2nc(F)cnc2c(P(O)Cl)c1N.CCOCC.CCOCC.CCOCC.CCOCC.CCOCC.CCOCC
Strongest force on any atom: 0.90 eV/Å

Each line ends with the Mulliken charge.
Cartesian coordinates (Å):
1 C -4.9252 3.0624 -0.7543  -0.792
2 C -4.4050 4.5011 -0.6589  -0.564
3 C -2.8839 4.6303 -0.8855  -0.523
4 C -2.0870 5.0274 0.3635  -0.862
5 N -1.0034 4.0455 0.7040  -0.168
6 C -1.6009 2.8998 1.3245  -0.548
7 C -1.8619 1.8272 0.5253  -0.361
8 C -2.5065 0.6672 1.0081  -0.463
9 N -2.7274 -0.3629 0.1400  -0.373
10 C -3.3198 -1.3655 0.6845  0.317
11 F -3.5570 -2.4370 -0.0835  -0.303
12 C -3.7483 -1.4412 2.0242  -0.633
13 N -3.5438 -0.4606 2.8574  -0.450
14 C -2.8919 0.6283 2.3536  0.794
15 C -2.5975 1.7298 3.2128  -0.522
16 P -3.0869 1.8077 4.9858  0.499
17 O -4.6118 1.2025 4.9469  -0.449
18 Cl -1.9540 0.3499 5.9606  -0.289
19 C -1.9450 2.8536 2.7222  0.617
20 N -1.6409 3.9709 3.5119  -0.605
21 H -5.9684 3.0518 -1.0702  0.455
22 H -4.8922 2.5403 0.2012  0.026
23 H -4.3696 2.5172 -1.5154  0.138
24 H -4.7232 4.9772 0.2673  0.389
25 H -4.8917 5.0597 -1.4594  0.340
26 H -2.7147 5.4002 -1.6365  0.485
27 H -2.5182 3.7055 -1.3210  0.283
28 H -2.7728 5.0822 1.2145  0.408
29 H -1.6446 6.0141 0.2521  0.456
30 H -0.4183 4.5319 1.3741  0.445
31 H -1.5939 1.8659 -0.5191  0.791
32 H -4.2586 -2.3325 2.3626  0.489
33 H -5.0194 1.4999 4.1251  0.355
34 H -0.8035 4.4316 3.1781  0.254
35 H -1.4394 3.7159 4.4706  0.277
36 C 0.1068 -2.0421 4.7918  -0.354
37 C 1.5324 -1.5800 4.5567  0.246
38 O 2.5224 -2.5014 4.9828  -0.485
39 C 2.4927 -3.7708 4.3595  -0.312
40 C 2.6749 -3.7241 2.8512  -0.962
41 H -0.0543 -2.2604 5.8487  0.286
42 H -0.5997 -1.2708 4.4864  -0.308
43 H -0.1266 -2.9474 4.2275  0.280
44 H 1.7174 -0.6715 5.1320  0.345
45 H 1.6859 -1.3209 3.5059  -0.212
46 H 1.5713 -4.3040 4.6202  0.285
47 H 3.3141 -4.3324 4.8054  0.354
48 H 1.8677 -3.1803 2.3578  0.203
49 H 2.6909 -4.7354 2.4434  0.407
50 H 3.6129 -3.2285 2.5960  0.262
51 C 1.8850 0.7991 1.8322  -0.774
52 C 1.8091 1.9875 0.8936  -0.159
53 O 3.0678 2.5362 0.5506  -0.473
54 C 3.9619 1.6613 -0.1147  -0.482
55 C 3.4348 1.1221 -1.4331  -0.713
56 H 2.4087 1.0692 2.7506  0.327
57 H 0.8775 0.4629 2.0885  0.276
58 H 2.4131 -0.0456 1.3862  0.305
59 H 1.2628 2.7927 1.3841  0.102
60 H 1.2436 1.7363 -0.0105  0.189
61 H 4.2558 0.8393 0.5480  0.278
62 H 4.8617 2.2492 -0.2972  0.375
63 H 2.5374 0.5160 -1.2983  0.255
64 H 4.1891 0.4952 -1.9120  0.198
65 H 3.1798 1.9428 -2.1060  0.322
66 C -7.2547 2.3260 7.8945  -1.224
67 C -5.8241 2.7703 7.6437  0.021
68 O -5.7173 4.0150 6.9720  -0.400
69 C -6.2866 5.1305 7.6296  -0.340
70 C -5.6860 5.4195 8.9948  -1.046
71 H -7.8062 2.2675 6.9547  0.316
72 H -7.2632 1.3429 8.3662  0.388
73 H -7.7912 3.0128 8.5514  0.323
74 H -5.3358 2.0495 6.9971  0.113
75 H -5.2537 2.7909 8.5797  0.247
76 H -7.3746 5.0172 7.7032  0.303
77 H -6.1063 5.9795 6.9693  0.325
78 H -5.8516 4.6012 9.6965  0.267
79 H -6.1360 6.3174 9.4200  0.398
80 H -4.6090 5.5724 8.9124  0.289
81 C 7.6671 -0.0702 -4.3674  -1.299
82 C 6.9547 -1.3981 -4.1779  -0.050
83 O 5.5788 -1.2765 -3.8623  -0.421
84 C 4.7741 -0.6202 -4.8259  -0.265
85 C 4.7587 -1.2949 -6.1872  -1.127
86 H 7.5687 0.5477 -3.4736  0.293
87 H 8.7269 -0.2386 -4.5609  0.433
88 H 7.2632 0.4957 -5.2079  0.292
89 H 7.4023 -1.9288 -3.3369  0.382
90 H 7.0858 -2.0388 -5.0558  0.154
91 H 5.0724 0.4304 -4.9162  0.353
92 H 3.7648 -0.6209 -4.4131  0.340
93 H 5.7468 -1.3090 -6.6496  0.274
94 H 4.0849 -0.7649 -6.8609  0.456
95 H 4.4211 -2.3288 -6.0963  0.194
96 C -3.9453 -1.4188 -2.9821  -0.841
97 C -4.0664 -0.2791 -3.9788  -0.463
98 O -2.8239 0.2833 -4.3667  -0.440
99 C -1.9105 -0.5973 -4.9926  -0.260
100 C -2.4287 -1.2200 -6.2779  -1.072
101 H -3.4119 -1.0875 -2.1007  0.165
102 H -4.9365 -1.7675 -2.6876  0.474
103 H -3.4056 -2.2715 -3.3983  0.260
104 H -4.6230 0.5418 -3.5241  0.332
105 H -4.6369 -0.5893 -4.8621  0.319
106 H -1.5872 -1.3742 -4.2902  0.282
107 H -1.0305 0.0078 -5.2139  0.328
108 H -3.3047 -1.8464 -6.1050  0.274
109 H -1.6576 -1.8455 -6.7288  0.390
110 H -2.7115 -0.4439 -6.9906  0.282
111 C 5.0404 -8.0259 -6.1800  -1.036
112 C 6.4404 -7.4838 -6.4112  -0.320
113 O 6.4730 -6.2322 -7.0724  -0.449
114 C 5.8197 -5.1627 -6.4139  -0.322
115 C 6.3761 -4.8441 -5.0371  -0.675
116 H 4.5044 -8.1156 -7.1258  0.280
117 H 5.0926 -9.0102 -5.7135  0.387
118 H 4.4538 -7.3805 -5.5250  0.270
119 H 6.9905 -8.1661 -7.0595  0.349
120 H 6.9963 -7.4322 -5.4683  0.298
121 H 4.7409 -5.3505 -6.3590  0.297
122 H 5.9513 -4.2981 -7.0658  0.207
123 H 6.2574 -5.6775 -4.3432  0.387
124 H 5.8574 -3.9833 -4.6132  0.078
125 H 7.4418 -4.6172 -5.0999  0.254

Forces on atoms 1 to 3 (eV/Å):
-0.273 0.259 0.108
-0.039 -0.116 -0.717
-0.245 0.456 0.229

=====

C37H27AsCdNO4PS3 as an isolated structure. Source: the Open Molecules 2025 dataset; level of theory: ωB97M-V with the def2-TZVPD basis set.

Electronic energy: -5721.57247 hartree
Orbital gap: 7.06 eV
Energy relative to the best compared isomer or geometry (same formula, charge and spin): 0.0 kcal/mol
Net charge: -2
Spin multiplicity: 1
Strongest force on any atom: 0.18 eV/Å

Each line ends with the Mulliken charge.
Cartesian coordinates (Å):
1 Cd 2.1115 2.1248 -1.8328  0.604
2 O 1.4124 5.3817 1.2002  -0.773
3 C 1.7460 4.4801 0.4228  -0.168
4 O 1.1466 4.0549 -0.5993  -0.688
5 C 3.0779 3.7748 0.7270  0.410
6 C 3.8781 4.1064 1.8085  -0.388
7 C 5.0787 3.4309 1.9752  -0.227
8 C 5.4586 2.4592 1.0610  -0.407
9 C 4.6029 2.1793 0.0068  0.267
10 N 3.4507 2.8251 -0.1250  0.038
11 C 4.9351 1.1484 -1.0835  0.411
12 O 6.0439 0.6223 -1.0182  -0.727
13 O 4.0307 0.9695 -1.9565  -0.609
14 H 3.5385 4.8801 2.4820  0.492
15 H 5.7228 3.6664 2.8151  0.395
16 H 6.3881 1.9137 1.1340  0.480
17 S 0.9830 2.6618 -3.9542  -0.675
18 C -0.5543 3.3335 -3.3896  0.075
19 C -1.1372 4.3288 -4.1864  -0.556
20 C -2.3721 4.8734 -3.8869  -0.520
21 C -3.0747 4.4403 -2.7676  -0.815
22 C -2.5075 3.4663 -1.9625  0.161
23 C -1.2616 2.9185 -2.2497  0.364
24 As -0.5356 1.5373 -1.0830  1.283
25 C -1.7945 0.1043 -1.4751  0.161
26 C -3.0221 -0.0312 -0.8331  -0.112
27 C -3.8729 -1.0737 -1.1708  -0.694
28 C -3.5036 -1.9821 -2.1540  -0.395
29 C -2.2854 -1.8457 -2.8028  -0.528
30 C -1.4324 -0.8049 -2.4638  -0.711
31 C -1.1359 2.1144 0.6761  0.158
32 C -1.2317 3.4524 1.0422  -0.380
33 C -1.5295 3.7945 2.3550  -0.783
34 C -1.7365 2.8097 3.3097  -0.613
35 C -1.6288 1.4718 2.9522  -0.352
36 C -1.3193 1.1290 1.6448  -0.173
37 H -0.5894 4.6674 -5.0572  0.397
38 H -2.7875 5.6429 -4.5282  0.339
39 H -4.0443 4.8567 -2.5227  0.372
40 H -3.0457 3.1237 -1.0855  0.326
41 H -3.3098 0.6650 -0.0547  0.323
42 H -4.8167 -1.1864 -0.6496  0.369
43 H -4.1527 -2.8156 -2.3960  0.377
44 H -1.9664 -2.5803 -3.5300  0.379
45 H -0.4656 -0.7261 -2.9432  0.450
46 H -1.0218 4.2293 0.3196  0.472
47 H -1.5673 4.8411 2.6299  0.372
48 H -1.9624 3.0829 4.3340  0.364
49 H -1.7746 0.6941 3.6933  0.301
50 H -1.2275 0.0861 1.3687  0.036
51 S -0.1102 -4.8902 -2.3273  -0.567
52 P 0.5172 -3.7484 -0.8195  0.588
53 S 1.4841 -2.0609 -1.1755  -0.418
54 C -0.9014 -3.4517 0.3272  0.694
55 C -2.0819 -4.1771 0.2157  -0.470
56 C -3.1062 -4.0012 1.1369  -0.580
57 C -2.9564 -3.1044 2.1841  -0.563
58 C -1.7806 -2.3741 2.2997  -0.194
59 C -0.7638 -2.5399 1.3703  -0.920
60 C 1.5313 -4.8021 0.3141  0.279
61 C 2.6180 -4.2689 0.9976  -0.318
62 C 3.3470 -5.0543 1.8818  -0.598
63 C 2.9940 -6.3797 2.0923  -0.352
64 C 1.9119 -6.9193 1.4076  -0.570
65 C 1.1881 -6.1351 0.5214  -0.489
66 H -2.1848 -4.8666 -0.6139  0.343
67 H -4.0280 -4.5625 1.0319  0.389
68 H -3.7550 -2.9662 2.9041  0.363
69 H -1.6626 -1.6672 3.1130  0.388
70 H 0.1510 -1.9594 1.4308  0.390
71 H 2.8923 -3.2374 0.8088  0.350
72 H 4.1978 -4.6290 2.4011  0.377
73 H 3.5644 -6.9931 2.7807  0.335
74 H 1.6366 -7.9571 1.5589  0.355
75 H 0.3588 -6.5510 -0.0385  0.305

Forces on atoms 1 to 3 (eV/Å):
-0.119 0.071 0.013
-0.008 0.004 -0.005
0.073 -0.005 0.065

=====

C23H19IN4O3SSc as an isolated structure in a non-equilibrium geometry. Source: the Open Molecules 2025 dataset; level of theory: ωB97M-V with the def2-TZVPD basis set.

Electronic energy: -2789.07193 hartree
Orbital gap: 6.80 eV
Energy relative to the best compared isomer or geometry (same formula, charge and spin): 15.9 kcal/mol
Net charge: +1
Spin multiplicity: 1
Strongest force on any atom: 3.52 eV/Å

Each line ends with the Mulliken charge.
Cartesian coordinates (Å):
1 Sc 0.1967 0.4915 0.1798  0.889
2 C 2.0047 -4.5100 3.1212  -0.700
3 O 0.9887 -3.5349 2.7611  -0.347
4 C 0.0245 -3.7038 1.7909  0.533
5 C -0.6229 -4.8915 1.4636  -0.609
6 C -1.8237 -4.9649 0.7649  -0.808
7 C -2.3122 -3.9108 0.0955  -0.891
8 C -1.6020 -2.6804 0.2385  0.695
9 C -2.1119 -1.5835 -0.5088  -0.292
10 N -1.7043 -0.3165 -0.5369  0.327
11 N -2.5077 0.5533 -1.1894  -0.877
12 C -2.0985 1.8254 -1.0757  0.543
13 O -1.1154 2.1551 -0.2596  -0.710
14 C -2.7715 2.8660 -1.8654  0.301
15 C -2.3799 4.2522 -1.8606  -0.197
16 C -2.9951 5.1683 -2.7243  -0.643
17 C -3.9881 4.7052 -3.6180  -0.317
18 C -4.5150 3.4105 -3.4987  -0.563
19 C -3.9212 2.5029 -2.6259  -0.326
20 C -0.4393 -2.5076 1.1123  0.467
21 O 0.1295 -1.3359 1.2387  -0.413
22 H 1.5892 -5.5103 3.2159  0.343
23 H 2.3704 -4.1685 4.0789  0.243
24 H 2.8715 -4.5213 2.4220  0.266
25 H -0.2277 -5.7745 1.9289  0.247
26 H -2.3559 -5.9171 0.7434  0.374
27 H -3.1799 -3.9867 -0.5240  0.409
28 H -2.9376 -1.8157 -1.1996  0.349
29 H -1.6338 4.6138 -1.1585  0.420
30 H -2.5936 6.1896 -2.7562  0.362
31 H -4.2871 5.4266 -4.4178  0.335
32 H -5.2943 3.0271 -4.1586  0.365
33 H -4.2607 1.4786 -2.5091  0.464
34 I 1.2213 2.2051 2.7341  0.100
35 C 2.5207 0.5064 2.3361  0.119
36 C 3.5401 0.1024 3.2101  -0.469
37 C 4.3752 -0.9613 2.8584  -0.343
38 C 4.1061 -1.6048 1.6106  -0.760
39 C 3.0747 -1.1340 0.8183  -0.389
40 N 2.3227 -0.0778 1.1384  0.327
41 H 3.6327 0.6195 4.1582  0.421
42 H 5.1347 -1.2554 3.5114  0.500
43 H 4.7336 -2.4544 1.3979  0.504
44 H 2.8123 -1.6022 -0.1286  0.452
45 S 1.5889 3.7916 -2.7507  -0.045
46 C 2.6411 3.7461 -1.3719  -0.374
47 C 2.5601 2.5477 -0.7440  -0.381
48 N 1.6056 1.6204 -1.2529  -0.118
49 C 0.9874 2.2535 -2.3031  -0.018
50 H 3.2685 4.5922 -1.0978  0.422
51 H 3.2468 2.2420 0.0652  0.421
52 H 0.1314 1.8310 -2.8581  0.395

Forces on atoms 1 to 3 (eV/Å):
-1.092 -0.319 0.912
-0.479 0.396 -0.826
0.444 -0.050 -0.492

=====

C23H35ClN5O2RuSb2 as an isolated structure. Source: the Open Molecules 2025 dataset; level of theory: ωB97M-V with the def2-TZVPD basis set.

Expectation value of S²: 8.7954
Electronic energy: -2356.68448 hartree
Orbital gap (alpha / beta): 6.24 / 4.57 eV
Energy relative to the best compared isomer or geometry (same formula, charge and spin): 3.4 kcal/mol
Net charge: +2
Spin multiplicity: 6
Strongest force on any atom: 0.20 eV/Å

Each line ends with the Mulliken spin population.
Cartesian coordinates (Å):
1 Ru -0.7724 0.6482 -0.0893  3.442
2 Cl -5.6813 -0.5977 5.7936  0.098
3 C -4.3712 -0.4759 4.7309  0.289
4 C -3.1768 -1.1784 5.0018  -0.086
5 C -2.1279 -1.0772 4.1435  0.193
6 C -2.2007 -0.2695 2.9414  0.044
7 O -1.2200 -0.2128 2.1750  0.357
8 C -3.4453 0.4505 2.6999  0.126
9 C -3.6323 1.3307 1.5486  -0.007
10 O -2.8193 1.5511 0.6679  0.068
11 C -4.4845 0.3355 3.5849  0.011
12 H -3.1148 -1.7880 5.8929  0.001
13 H -1.1999 -1.6038 4.3223  0.005
14 H -4.6057 1.8441 1.5104  0.002
15 H -5.4118 0.8708 3.4175  0.000
16 C 1.9689 -1.3992 -1.7367  0.010
17 Sb 0.3809 -1.9952 -0.4401  0.055
18 C -0.0228 -3.8846 -1.3564  0.052
19 C 1.4638 -2.6745 1.3146  0.004
20 C 2.9367 -2.4522 1.1830  0.003
21 C 3.7086 -3.4149 0.5327  0.000
22 C 5.0621 -3.2286 0.3106  0.000
23 C 5.6711 -2.0589 0.7424  0.002
24 C 4.9205 -1.1055 1.4088  -0.003
25 C 3.5575 -1.2838 1.6470  0.006
26 C 2.8159 -0.2343 2.4212  0.027
27 Sb 1.6964 1.1503 1.2175  0.081
28 C 3.2787 1.9513 0.0405  0.015
29 C 1.4433 2.6855 2.6724  0.011
30 H 2.8955 -1.9076 -1.4732  0.002
31 H 2.1173 -0.3210 -1.6958  -0.005
32 H 1.6923 -1.6738 -2.7551  0.002
33 H 0.9211 -4.3475 -1.6409  0.002
34 H -0.6393 -3.7569 -2.2442  0.000
35 H -0.5458 -4.5311 -0.6543  0.000
36 H 1.2336 -3.7357 1.4109  -0.003
37 H 1.0263 -2.1581 2.1667  0.001
38 H 3.2334 -4.3309 0.1982  0.000
39 H 5.6397 -3.9942 -0.1894  0.000
40 H 6.7285 -1.8999 0.5809  0.000
41 H 5.4067 -0.2091 1.7772  0.000
42 H 3.5212 0.3804 2.9817  0.003
43 H 2.1170 -0.6607 3.1414  -0.002
44 H 4.0109 2.4494 0.6740  0.002
45 H 2.8876 2.6595 -0.6880  0.002
46 H 3.7680 1.1336 -0.4876  -0.001
47 H 2.4105 2.9829 3.0741  0.001
48 H 0.8204 2.3082 3.4822  0.000
49 H 0.9565 3.5560 2.2351  0.001
50 C -2.9256 -0.5803 -4.3921  0.004
51 N -2.6456 0.8346 -4.1788  0.013
52 C -2.8637 1.7653 -5.2862  0.000
53 C -2.0194 1.2077 -3.0443  0.004
54 N -1.6103 0.3786 -2.1291  0.087
55 N -1.8545 2.5746 -2.9003  0.006
56 C -1.1194 3.2816 -1.9707  0.014
57 N -1.1522 4.6177 -2.1719  0.010
58 N -0.4593 2.7131 -1.0163  0.060
59 H -3.5878 -0.6799 -5.2458  0.000
60 H -3.4430 -1.0041 -3.5305  -0.002
61 H -2.0138 -1.1495 -4.5915  0.000
62 H -3.2530 1.2113 -6.1332  0.000
63 H -1.9316 2.2366 -5.6039  0.001
64 H -3.6067 2.5271 -5.0357  0.000
65 H -1.7604 -0.5807 -2.4072  -0.006
66 H -2.2894 3.1343 -3.6130  0.000
67 H -1.6751 5.0472 -2.9142  -0.001
68 H -0.6347 5.2307 -1.5677  -0.002
69 H 0.0266 3.4075 -0.4600  -0.003

Forces on atoms 1 to 3 (eV/Å):
-0.127 -0.032 0.149
0.032 0.007 -0.032
-0.015 -0.043 0.096